Entry from the Open Molecules 2025 dataset: a structure of composition F3H12Hf2O6 (ωB97M-V/def2-TZVPD).

Results
* total charge: +5
* HOMO energy: -26.59 eV
* LUMO: -22.65 eV

XYZ file:
```
23
Properties=species:S:1:pos:R:3:forces:R:3
Hf 0.2404 -2.1467 2.4532 1.55 1.97 -3.27
Hf 0.6674 2.5334 -1.9029 0.79 -3.63 1.71
F -0.1539 0.1397 0.1507 0.70 0.08 0.17
F 2.3075 -3.0278 -0.0866 -1.51 0.71 1.79
F 3.2543 2.2650 0.0354 -2.48 0.22 -1.71
O 2.3849 -0.3525 -2.6600 -0.76 1.47 0.68
H 2.7798 -0.7579 -3.4320 0.24 0.00 -1.02
H 2.4500 -1.0211 -1.9781 -0.04 -0.29 0.55
O -1.7964 -3.3515 -0.0818 0.98 0.51 1.42
H -2.7449 -3.4645 -0.0193 -0.80 -0.11 0.34
H -1.5972 -3.5016 -1.0059 0.52 -0.15 -0.58
O -0.7203 1.0590 3.8703 0.78 -1.22 -0.65
H -0.5929 1.1309 4.8163 0.02 -0.02 0.76
H -1.2105 1.8464 3.6337 -0.53 0.30 -0.27
O -1.3219 0.3977 -3.4693 1.14 1.16 1.05
H -2.1712 0.5653 -3.8778 -0.67 0.54 -0.40
H -1.1745 -0.5393 -3.5978 0.47 -0.58 -0.09
O -2.8843 2.5500 -0.7704 1.32 0.10 -0.81
H -3.4254 1.7705 -0.6449 -0.24 -0.64 0.05
H -3.3310 3.2349 -0.2730 -0.27 0.76 0.39
O 2.7237 -0.0357 2.9079 -1.59 -1.27 -0.33
H 3.0727 0.5570 2.2423 0.08 0.25 -0.74
H 3.2438 0.1488 3.6900 0.32 -0.17 0.97
```
Positions in Å, forces in eV/Å.

Entry from the Open Molecules 2025 dataset: the molecule C8H12BrNO (ωB97M-V/def2-TZVPD).

Results
* total charge: 0
* HOMO energy: -9.51 eV
* LUMO: 0.76 eV
* energy above the lowest of the compared OMol25 structures with the same formula, charge and spin: 3.016 eV
* SMILES: O=C(N1CC1)C1(Br)CCCC1

XYZ file:
```
23
Properties=species:S:1:pos:R:3:forces:R:3
O -0.2386 1.3063 -1.8186 1.33 -0.37 1.05
C 0.6180 0.8641 -1.0672 -0.95 -2.16 0.50
N 1.7672 1.4548 -0.6688 -0.37 0.04 -0.53
C 2.2307 2.7446 -0.2373 -1.60 1.92 0.44
C 2.5026 1.5390 0.5433 -0.23 -1.64 1.81
C 0.3933 -0.7482 -0.4294 -0.37 1.49 -1.38
Br 2.0430 -1.8123 -0.0680 -0.43 0.75 -0.50
C -0.5953 -1.4646 -1.3922 0.62 -3.40 2.12
C -1.9578 -1.0368 -0.9287 -1.57 -0.59 -1.19
C -1.8751 -0.6511 0.5000 -1.42 -0.91 3.16
C -0.4044 -0.6612 0.8869 1.72 1.00 0.86
H 1.5135 3.5862 0.1302 1.26 -1.83 -0.79
H 3.1162 3.0297 -0.7483 0.29 0.89 -0.70
H 3.5090 1.1268 0.4862 -0.18 0.01 0.22
H 1.9548 1.3181 1.4883 0.53 0.36 -0.79
H -0.5593 -2.6196 -1.0802 0.35 2.24 -0.79
H -0.4370 -1.4263 -2.4496 0.36 0.37 -0.47
H -2.7608 -1.8119 -1.1175 1.02 0.77 0.14
H -2.2500 -0.1617 -1.4330 -0.44 0.99 -1.15
H -2.2236 0.3488 0.7535 -0.54 -0.01 -0.49
H -2.5828 -1.3938 1.1031 1.90 1.54 -0.68
H 0.0565 0.1908 1.4883 -1.31 -0.39 -0.78
H -0.1363 -1.4458 1.5643 0.04 -1.06 -0.07
```
Positions in Å, forces in eV/Å.

Entry from the Open Molecules 2025 dataset: a structure of composition C38H46FKN3OSi (ωB97M-V/def2-TZVPD).

Results
* total charge: -2
* HOMO energy (spin up / spin down): 0.94 / -1.67 eV
* 2S+1: 2
* LUMO (spin up / spin down): 4.16 / 4.14 eV
* energy above the lowest of the compared OMol25 structures with the same formula, charge and spin: 0.617 eV

XYZ file:
```
91
Properties=species:S:1:pos:R:3:forces:R:3
K -0.0499 -0.1214 -0.5783 -0.20 0.03 1.03
C 3.8107 1.7232 2.0491 -0.03 -0.02 0.02
C 2.4609 1.3829 2.6400 0.10 0.03 -0.12
C 1.4373 2.3269 2.5665 -0.15 0.14 0.04
C 1.6489 3.5620 1.7176 -0.01 0.00 0.04
C 0.2255 2.1084 3.2385 0.02 0.09 -0.05
C -0.8380 3.1878 3.2142 0.05 -0.02 0.00
C 0.0186 0.9042 3.9184 -0.06 -0.05 0.00
C -1.2632 0.6074 4.6652 0.02 0.04 -0.02
C 1.0074 -0.0860 3.8903 0.04 -0.10 -0.02
C 0.7302 -1.4207 4.5442 0.00 0.02 -0.02
C 2.2229 0.1450 3.2397 0.00 -0.11 0.04
C 3.2417 -0.9691 3.1222 -0.03 0.04 -0.01
H 3.8623 1.5148 0.9779 -0.03 -0.02 -0.03
H 4.6109 1.1672 2.5365 -0.01 0.01 -0.01
H 4.0264 2.7847 2.1785 0.00 -0.01 0.01
H 0.7050 4.0067 1.4087 0.02 -0.02 0.02
H 2.1800 3.2986 0.8011 0.00 0.00 0.03
H 2.2232 4.3340 2.2450 0.00 -0.03 -0.03
H -1.4818 3.1025 2.3324 0.02 0.00 0.02
H -0.3893 4.1807 3.1936 0.00 -0.02 0.00
H -1.4780 3.1469 4.0927 0.01 -0.01 0.00
H -2.0625 1.3026 4.4239 0.01 -0.01 -0.02
H -1.1038 0.6428 5.7489 0.00 0.02 0.00
H -1.6323 -0.3874 4.4209 0.00 -0.01 0.00
H 0.0815 -2.0361 3.9098 0.02 0.04 0.02
H 0.2194 -1.2953 5.5002 0.01 0.00 -0.01
H 1.6445 -1.9806 4.7320 -0.02 0.02 0.00
H 3.8067 -1.1200 4.0488 -0.01 0.01 0.00
H 3.9510 -0.7718 2.3217 -0.02 -0.01 0.02
H 2.7483 -1.9103 2.8778 0.01 0.02 0.00
N 0.0772 -3.1918 -0.2017 -0.14 -0.13 -0.01
C -0.8687 -3.9888 -0.8360 -0.07 0.00 0.11
C -0.5442 -4.7303 -1.9767 0.02 0.01 0.07
C -1.4631 -5.5752 -2.5772 -0.05 0.01 0.04
C -2.7413 -5.6944 -2.0489 0.10 0.06 0.01
C -3.0749 -4.9410 -0.9288 0.00 -0.02 -0.01
C -2.1769 -4.0876 -0.2920 0.02 0.09 0.10
C -2.6361 -3.2392 0.8668 0.08 -0.05 -0.23
C -3.6593 -3.7244 1.6876 -0.07 0.03 0.05
C -4.2240 -2.9214 2.6722 0.11 0.02 -0.04
C -3.7568 -1.6220 2.8314 0.04 -0.03 -0.08
C -2.7055 -1.1729 2.0302 -0.09 -0.09 0.06
C -2.0798 -1.9485 1.0415 0.10 0.15 0.15
H -0.4432 -2.4888 0.3713 0.11 0.05 -0.06
H 0.7739 -2.7968 -0.8174 0.05 -0.16 -0.04
H 0.4525 -4.6217 -2.3936 -0.02 -0.01 0.01
H -1.1853 -6.1230 -3.4705 0.01 -0.01 -0.01
H -3.4808 -6.3301 -2.5212 0.00 0.00 0.00
H -4.0923 -4.9836 -0.5569 0.02 0.01 -0.01
H -4.0279 -4.7384 1.5622 0.00 -0.02 0.02
H -5.0171 -3.3047 3.3041 -0.03 -0.03 0.02
H -4.2005 -0.9744 3.5846 0.01 0.01 0.00
H -2.3551 -0.1527 2.1983 0.00 -0.02 0.01
C -0.5385 3.2354 -1.6886 -0.18 -0.03 0.05
Si 1.1494 2.8028 -2.3825 -0.06 0.06 -0.01
C 2.0945 4.4480 -2.4466 0.16 0.13 0.10
C 0.8892 2.2616 -4.1590 0.02 -0.16 -0.19
N 1.8371 1.6132 -1.4011 0.47 -0.16 0.08
C 2.9776 0.9314 -1.5685 -0.15 0.24 -0.02
C 4.0466 1.2475 -2.4622 0.01 -0.11 0.05
C 5.2097 0.4953 -2.5469 -0.09 -0.02 0.06
C 5.4068 -0.6332 -1.7560 -0.05 0.06 -0.03
C 4.3879 -0.9959 -0.8718 0.04 0.00 0.00
C 3.2476 -0.2395 -0.8017 0.17 0.06 -0.14
F 2.2801 -0.6412 0.0842 0.40 -0.16 0.14
H -0.9648 4.0970 -2.2170 0.01 -0.07 0.06
H -0.4862 3.4828 -0.6216 0.00 -0.02 -0.08
H -1.2286 2.3916 -1.8213 0.09 0.10 0.01
H 1.5513 5.1789 -3.0578 0.04 -0.04 0.04
H 3.1014 4.3364 -2.8652 -0.08 0.02 0.03
H 2.2018 4.8633 -1.4357 -0.01 -0.02 -0.11
H 0.2852 2.9852 -4.7184 0.05 -0.03 0.03
H 0.3504 1.3057 -4.1444 0.04 0.12 0.00
H 1.8392 2.1202 -4.6894 -0.10 0.00 0.04
H 3.9209 2.1193 -3.0961 0.03 -0.03 0.02
H 5.9801 0.7950 -3.2503 0.00 0.01 -0.01
H 6.3121 -1.2216 -1.8272 0.00 0.00 0.00
H 4.4706 -1.8711 -0.2359 -0.02 0.03 -0.01
O -1.2351 -0.1519 -2.4980 -1.08 0.19 -1.21
N -2.4315 0.1100 -3.0639 0.21 -0.07 -0.03
C -2.6090 -0.0027 -4.4306 -0.01 0.06 0.10
C -3.7897 0.3459 -5.0177 -0.03 0.03 0.08
C -4.8888 0.8204 -4.2500 0.12 -0.03 0.02
C -4.6995 0.8334 -2.8406 0.03 -0.02 -0.07
C -3.5095 0.4791 -2.2782 0.00 -0.05 -0.05
H -1.7466 -0.3765 -4.9621 0.00 0.01 0.00
H -3.8703 0.2407 -6.0941 0.01 -0.01 0.00
H -5.8345 1.0822 -4.7039 0.02 -0.01 0.01
H -5.5099 1.1065 -2.1745 0.01 0.00 0.01
H -3.3326 0.4259 -1.2131 0.01 -0.01 -0.02
```
Positions in Å, forces in eV/Å.

Entry from the Open Molecules 2025 dataset: a structure of composition C22H60NO27P2S6Zr (ωB97M-V/def2-TZVPD).

Results
* total charge: -1
* HOMO energy: -5.11 eV
* LUMO: 1.70 eV
* energy above the lowest of the compared OMol25 structures with the same formula, charge and spin: 0.000 eV

XYZ file:
```
119
Properties=species:S:1:pos:R:3:forces:R:3
Zr 1.0492 1.1290 1.8031 0.42 -0.01 1.66
C -3.4066 -2.4141 0.9934 0.25 0.32 0.40
C -3.9382 -2.3488 -0.4166 -0.28 -0.62 -0.49
C -4.5341 -1.0045 -0.7941 0.23 -0.30 0.38
O -4.8103 -1.0164 -2.1688 0.34 0.18 -0.20
C -5.4038 0.2030 -2.5978 -0.04 -0.09 0.15
N -2.8363 -2.7268 -1.3853 -1.63 0.66 -0.13
H -2.7358 -3.7368 -1.4022 0.67 0.02 -0.01
H -3.1101 -2.4273 -2.3292 0.08 0.00 -0.01
H -1.9852 -2.1815 -1.0979 0.99 -0.38 0.04
H -4.1695 -2.0826 1.6994 -0.08 -0.16 -0.02
H -2.5451 -1.7545 1.1485 -0.09 0.08 -0.21
H -3.0803 -3.4194 1.2647 -0.16 -0.08 -0.04
H -4.7284 -3.0874 -0.5810 0.07 -0.06 0.10
H -3.8295 -0.2138 -0.5012 -0.17 0.21 -0.16
H -5.4703 -0.9041 -0.2326 0.14 0.22 0.20
H -4.9312 1.0662 -2.1193 -0.03 0.01 0.02
H -6.4676 0.1894 -2.3454 -0.02 0.15 -0.06
H -5.2714 0.2829 -3.6737 -0.09 -0.15 -0.03
P 0.7689 3.4013 2.8806 -0.21 -2.30 -0.45
O 0.8496 3.1838 1.3105 0.11 2.50 -1.62
O 1.9814 2.3926 3.1154 1.98 1.80 2.15
O 0.6146 4.6897 3.5816 0.23 -0.17 -0.48
O -0.2899 2.2329 3.0118 -1.80 0.37 1.28
P 0.0415 -0.5995 0.2103 1.83 2.89 4.14
O -0.6026 -1.6567 -0.6344 0.05 0.29 -0.61
O 1.3911 -0.8472 0.9925 0.47 -2.95 -1.83
O -0.6752 -0.0811 1.5151 -3.35 -1.75 -0.09
O 0.4175 0.8869 -0.1802 -0.93 -0.30 -4.35
O 5.3778 -0.8144 2.4515 -0.26 -0.04 0.01
S 4.4791 0.1173 3.0572 0.59 1.14 0.89
O 3.1137 0.2081 2.6707 0.27 -0.83 -0.29
O 4.4807 -0.2440 4.6136 0.44 0.24 -0.50
C 3.7320 0.6453 5.4897 -0.63 0.09 0.17
C 4.6961 1.3695 6.4023 0.35 -0.66 0.09
C 5.1554 1.7821 2.9967 -0.21 -0.88 0.19
H 3.0656 -0.0242 6.0330 0.03 0.10 0.16
H 3.0891 1.3222 4.9180 0.08 -0.06 -0.18
H 5.3991 1.9758 5.8327 -0.09 0.14 0.03
H 5.2765 0.6103 6.9349 0.08 0.13 0.04
H 4.1969 1.9786 7.1529 -0.19 0.09 -0.17
H 4.4907 2.4146 3.5795 -0.22 0.11 -0.29
H 5.1418 2.0302 1.9388 0.03 0.28 0.06
H 6.1590 1.7950 3.4137 0.07 -0.20 -0.13
O 1.1580 -5.5624 -3.9543 -0.04 -0.02 0.10
S 0.5530 -4.7565 -2.9449 0.15 0.25 0.27
O -0.8804 -4.7959 -2.7780 0.12 0.17 0.02
O 1.2286 -5.1903 -1.5656 -0.18 0.03 -0.56
C 0.7048 -4.5117 -0.3999 0.16 0.04 0.58
C 0.4940 -5.4916 0.7245 -0.29 -0.45 0.35
C 1.0913 -3.0674 -3.1264 0.27 -0.37 -0.30
H -0.2262 -4.0210 -0.6619 0.06 0.10 0.05
H 1.4384 -3.7640 -0.0932 -0.12 0.17 -0.15
H -0.0630 -6.3786 0.4140 0.08 0.06 -0.21
H -0.1052 -5.0358 1.5176 0.10 0.22 -0.06
H 1.4226 -5.8191 1.1896 0.09 -0.01 -0.16
H 1.0162 -2.5217 -2.1885 -0.33 -0.01 -0.01
H 0.5020 -2.6170 -3.9230 -0.17 0.06 0.16
H 2.1293 -3.0966 -3.4569 0.00 -0.15 0.10
O -0.2229 -1.1387 5.8176 -0.06 0.07 -0.41
S 0.3242 -1.3193 4.5097 0.26 -0.87 0.29
O 0.8561 -0.2125 3.7798 -0.11 -0.24 0.59
O 1.4901 -2.4022 4.7467 -0.59 0.62 -0.05
C 2.3659 -2.7047 3.6513 0.56 -0.96 -0.71
C 2.5734 -4.2109 3.6086 0.05 -0.03 0.51
C -0.7707 -2.2537 3.4636 0.10 0.34 0.37
H 3.3258 -2.2304 3.8316 -0.13 0.16 0.03
H 1.9900 -2.3885 2.6750 -0.17 0.50 0.23
H 1.6411 -4.7581 3.4643 -0.07 0.09 -0.09
H 3.0032 -4.5544 4.5535 0.02 -0.02 -0.06
H 3.2678 -4.4707 2.8087 -0.02 0.06 -0.04
H -1.0064 -3.1909 3.9631 0.13 0.00 0.05
H -0.2388 -2.3665 2.5222 -0.12 -0.08 -0.09
H -1.6625 -1.6514 3.3164 0.08 0.10 -0.09
O 2.8772 1.5065 0.5087 1.13 0.02 -0.53
S 3.5253 2.3388 -0.4617 -0.58 1.15 -0.41
O 4.7042 3.0693 -0.1000 -0.20 -0.42 -0.05
O 3.9303 1.4543 -1.7019 0.28 0.15 0.09
C 2.9945 0.4555 -2.1377 -0.78 -1.06 -0.19
C 3.1106 0.2051 -3.6291 0.37 0.41 0.48
C 2.3431 3.4648 -1.1671 0.61 0.25 0.23
H 1.9665 0.7082 -1.8614 0.14 0.33 0.01
H 3.1795 -0.4811 -1.6029 0.30 0.20 0.17
H 2.4307 -0.6155 -3.8444 0.00 0.06 -0.30
H 4.1341 -0.0643 -3.8942 -0.03 -0.12 -0.01
H 2.8382 1.0897 -4.2045 -0.16 -0.09 -0.05
H 2.0100 4.1331 -0.3748 -0.12 -0.35 0.25
H 1.4994 2.9063 -1.5619 0.01 -0.02 -0.03
H 2.9024 4.0570 -1.8909 -0.11 -0.27 -0.28
O -2.3151 -1.1504 -4.4381 0.05 0.03 0.07
S -1.4506 -0.0103 -4.2774 -0.28 0.56 0.50
O -0.0386 -0.1716 -4.4315 -0.23 0.08 -0.14
O -1.8729 1.1254 -5.3240 0.73 -0.21 -0.10
C -3.2358 1.3817 -5.6262 -1.66 -0.09 -0.14
C -3.8894 0.3389 -6.5363 0.68 -0.05 0.15
C -1.8220 0.7493 -2.7149 0.40 -0.31 -0.39
H -3.3206 2.3513 -6.1156 0.66 0.08 0.06
H -3.8269 1.4902 -4.7108 0.24 -0.07 0.11
H -4.0096 -0.5941 -5.9930 -0.14 -0.08 -0.14
H -3.2341 0.1588 -7.3907 -0.04 -0.05 -0.01
H -4.8460 0.6893 -6.9215 -0.05 0.10 0.17
H -1.1157 1.5400 -2.4764 0.01 0.06 -0.23
H -1.6602 -0.0429 -1.9873 -0.17 -0.02 0.09
H -2.8380 1.1270 -2.7387 0.01 -0.05 0.11
O -4.6250 3.4253 0.2996 0.28 0.03 -0.30
S -3.3341 3.5585 -0.3184 0.27 0.01 1.22
O -3.1931 3.2298 -1.7176 -0.16 0.02 -0.06
O -2.9230 5.0974 -0.1085 -0.12 -0.62 -0.16
C -1.9074 5.6055 -0.9814 0.08 1.01 -0.81
C -1.4933 6.9690 -0.4657 0.09 -0.11 0.31
C -2.0595 2.7442 0.6342 -0.81 -0.03 -1.21
H -2.3502 5.7212 -1.9748 0.04 -0.19 0.02
H -1.0276 4.9672 -1.0770 -0.18 -0.33 0.33
H -0.8293 7.4718 -1.1698 0.06 -0.17 -0.08
H -0.9613 6.8484 0.4792 -0.08 0.15 0.04
H -2.3585 7.6170 -0.3265 -0.05 -0.09 0.10
H -1.8779 3.2955 1.5470 0.12 -0.08 0.06
H -1.2184 2.6870 -0.0528 0.36 0.21 0.42
H -2.3572 1.7128 0.8212 -0.13 0.07 0.22
```
Positions in Å, forces in eV/Å.